one) A gas-phase ion, C5H15N2O (charge +1), computed with ωB97M-V with the def2-TZVPD basis set.

multiplicity	1
LUMO	-3.47	eV
HOMO energy	-13.073	eV
SMILES string	[NH3+]CCNCCCO
net charge	+1
gap between HOMO and LUMO	9.6061	eV

Last column: Löwdin charge in e.
CARTESIAN COORDINATES (ANGSTROEM)
C: 0.76716 1.38614 -1.04411  -0.193
N: 0.59474 0.25689 -0.12405  -0.086
C: -0.41179 0.38029 0.93247  -0.228
C: -0.59212 -1.01446 1.50346  -0.162
C: 0.54485 -1.51546 2.50145  -0.221
O: 1.69463 -1.78649 1.70812  -0.105
C: -0.35397 1.55511 -2.07008  -0.104
N: -0.98737 0.15743 -2.31270  0.190
H: 1.65582 1.18825 -1.64310  0.132
H: 0.69059 2.38166 -0.56501  0.137
H: 1.48733 0.17836 0.35210  0.118
H: -1.28336 0.98375 0.69434  0.114
H: -0.10088 0.99347 1.80884  0.134
H: -0.50470 -1.84418 0.78740  0.105
H: -1.47045 -1.13365 2.15355  0.115
H: 1.00453 -0.83869 3.23055  0.126
H: 0.26302 -2.48119 2.97244  0.124
H: 1.55553 -2.43395 1.02117  0.078
H: 0.05782 1.86913 -3.05068  0.134
H: -1.19291 2.24914 -1.94119  0.129
H: -1.98912 0.25991 -2.17199  0.161
H: -0.75358 -0.31007 -3.18483  0.168
H: -0.67577 -0.48139 -1.55815  0.134

two) 2 unconnected molecules or ions with the total composition C5H15N2O, computed with ωB97M-V with the def2-TZVPD basis set.

multiplicity	1
LUMO	-3.51	eV
HOMO energy	-10.876	eV
net charge	+1
gap between HOMO and LUMO	7.3651	eV

Last column: Löwdin charge in e.
CARTESIAN COORDINATES (ANGSTROEM)
C: -0.93544 -0.99653 -1.75783  -0.094
C: -1.55271 0.04158 -0.90108  -0.247
C: -0.68886 0.47215 0.21035  -0.354
C: -0.63685 -0.35948 1.34933  -0.083
N: 0.06077 -0.13424 2.56833  0.083
C: -0.04427 1.76164 0.16393  -0.047
N: -1.83239 -1.02213 -3.11470  0.191
H: -0.93794 -2.08772 -1.29158  0.168
H: 0.13347 -0.87592 -2.22559  0.170
H: -2.63458 -0.15567 -0.50808  0.174
H: -1.66068 0.86158 -1.52264  0.088
H: -1.15967 -1.25497 1.44786  0.093
H: 0.01680 -0.89359 3.29182  0.123
H: 0.74078 0.49507 2.70909  0.024
H: -0.52862 2.69248 0.06509  0.076
H: 0.49785 1.66353 -0.88314  0.131
H: 0.65844 1.73020 0.95022  0.060
H: -2.72996 -0.59996 -2.83724  0.158
H: -1.77128 -2.01380 -3.28583  0.149
H: -1.55842 -0.44425 -3.86506  0.137
H: 4.98697 -0.21949 2.90819  0.032
H: 6.28093 0.72480 3.22568  0.063
O: 5.29566 0.61470 3.30292  -0.095

three) 2 unconnected molecules or ions with the total composition C5H15N2O, computed with ωB97M-V with the def2-TZVPD basis set.

multiplicity	1
LUMO	-3.31	eV
HOMO energy	-12.365	eV
net charge	+1
gap between HOMO and LUMO	9.0519	eV

Last column: Löwdin charge in e.
CARTESIAN COORDINATES (ANGSTROEM)
C: 2.20247 1.79424 -1.62318  -0.099
C: 1.64686 0.42610 -1.21719  -0.260
C: 0.48296 0.59456 -0.26478  -0.172
C: -0.40157 -0.61921 -0.09794  -0.247
C: -0.32677 -1.76728 -0.77697  -0.128
N: -1.05342 -2.88921 -0.55276  0.099
N: -1.35061 -0.55683 1.01394  0.206
H: 2.51221 2.34920 -0.72429  0.084
H: 1.42741 2.42043 -2.05769  0.074
H: 3.03280 1.73245 -2.31594  0.076
H: 1.35284 -0.10526 -2.12182  0.102
H: 2.46128 -0.14957 -0.77836  0.121
H: -0.13372 1.42359 -0.59420  0.120
H: 0.87448 0.82418 0.72599  0.126
H: 0.37945 -1.84327 -1.58753  0.129
H: -1.10687 -3.66757 -1.18489  0.112
H: -1.71122 -2.95791 0.20070  0.085
H: -1.16010 -1.21620 1.76954  0.170
H: -1.37001 0.35322 1.50364  0.107
H: -2.33119 -0.73568 0.72007  0.185
H: -1.85236 2.26604 3.02059  0.078
H: -1.99669 0.98503 3.86988  0.073
O: -1.57821 1.33894 3.07321  -0.042

four) 2 unconnected molecules or ions with the total composition C5H15N2O, computed with ωB97M-V with the def2-TZVPD basis set.

multiplicity	1
LUMO	-2.83	eV
HOMO energy	-13.517	eV
net charge	+1
gap between HOMO and LUMO	10.6857	eV

Last column: Löwdin charge in e.
CARTESIAN COORDINATES (ANGSTROEM)
C: 0.51056 1.98825 1.67530  -0.042
C: 0.23390 0.85503 0.72406  -0.334
C: -0.99866 0.00350 1.03462  -0.115
C: -1.47591 -0.72877 -0.20561  -0.382
C: -2.65051 -0.50926 -0.76342  0.095
N: -0.45155 -1.57506 -0.77473  0.051
N: 1.43759 -0.07775 0.63578  0.195
H: -0.22161 2.77327 1.53652  0.095
H: 0.47300 1.72383 2.73088  0.095
H: 1.49687 2.44100 1.51640  0.094
H: 0.15004 1.25194 -0.28557  0.154
H: -1.80640 0.63880 1.41349  0.131
H: -0.81356 -0.68794 1.85770  0.133
H: -3.40875 0.12751 -0.34020  0.075
H: -2.91032 -1.00530 -1.69486  0.080
H: -0.09779 -1.23348 -1.65679  0.072
H: -0.70475 -2.55144 -0.77359  0.106
H: 1.04555 -0.95712 0.21983  0.114
H: 1.95609 -0.17204 1.51974  0.177
H: 2.07704 0.26752 -0.08260  0.142
H: 2.00778 -0.26797 -3.30908  0.058
H: 2.04219 -1.63362 -2.53647  0.058
O: 2.10923 -0.67091 -2.44140  -0.053

It is four) that is most stable; the runner-up trails by 2.9 kcal/mol.

one) 2 unconnected molecules or ions with the total composition C5H15N2O, computed with ωB97M-V with the def2-TZVPD basis set.

multiplicity	1
LUMO	-2.96	eV
HOMO energy	-13.951	eV
net charge	+1
gap between HOMO and LUMO	10.9904	eV

Last column: Löwdin charge in e.
CARTESIAN COORDINATES (ANGSTROEM)
C: -1.43022 2.16946 0.74096  -0.014
N: -2.64357 -1.11281 -0.36035  0.202
C: -2.11322 -0.14476 0.34661  -0.175
N: -2.03252 1.09534 -0.04188  0.030
H: -0.44332 2.42744 0.34887  0.090
H: -1.28735 1.83001 1.75989  0.101
H: -2.08744 3.03214 0.72779  0.100
H: -2.95633 -1.00416 -1.31213  0.139
H: -2.63113 -2.05186 0.00943  0.141
H: -1.70876 -0.39993 1.31693  0.153
H: -2.36026 1.31900 -0.97265  0.169
C: 2.07337 -1.59484 -1.03714  -0.046
C: 1.29028 -0.49792 -0.34052  -0.495
C: 2.18501 0.56523 0.26151  -0.049
O: 0.42064 -1.05427 0.65938  -0.089
H: 1.41198 -2.39218 -1.35647  0.081
H: 2.84248 -1.99701 -0.37514  0.089
H: 2.59299 -1.19004 -1.90220  0.089
H: 0.60695 -0.03951 -1.06303  0.127
H: 2.72081 1.10504 -0.52249  0.094
H: 2.94830 0.10276 0.88696  0.089
H: 1.62004 1.26266 0.87365  0.065
H: 0.98126 -1.42977 1.35204  0.108

two) 2 unconnected molecules or ions with the total composition C5H15N2O, computed with ωB97M-V with the def2-TZVPD basis set.

multiplicity	1
LUMO	-3.66	eV
HOMO energy	-10.985	eV
net charge	+1
gap between HOMO and LUMO	7.3205	eV

Last column: Löwdin charge in e.
CARTESIAN COORDINATES (ANGSTROEM)
C: -0.28260 -0.18844 -2.29043  -0.150
C: -1.00057 0.60615 -1.21951  -0.169
C: -0.56082 0.15401 0.13322  -0.331
C: -0.91729 -1.10501 0.49250  -0.170
N: -0.99115 -1.54239 1.79101  0.073
C: 0.13804 1.03810 1.08303  -0.071
N: -0.22200 0.55609 -3.62864  0.188
H: -0.83187 -1.11658 -2.51154  0.134
H: 0.71710 -0.55219 -2.07335  0.139
H: -2.07402 0.62222 -1.33026  0.123
H: -0.64638 1.66824 -1.37348  0.133
H: -1.17866 -1.85319 -0.25129  0.120
H: -0.58548 -2.44390 2.05496  0.106
H: -0.67679 -0.96381 2.56167  0.088
H: -0.57701 1.66311 1.66053  0.097
H: 0.65139 1.88199 0.55182  0.088
H: 0.85904 0.67059 1.80587  0.077
H: -1.20384 0.77081 -3.83854  0.179
H: 0.33145 0.01657 -4.30467  0.175
H: 0.39930 1.36550 -3.55954  0.169
H: 2.17954 -0.43113 5.12282  0.029
H: 3.67521 -0.32009 4.72942  0.032
O: 2.79742 -0.49665 4.39442  -0.059

It is one) that is most stable; the runner-up trails by 40.3 kcal/mol.

one) 3 unconnected molecules or ions with the total composition C5H15N2O, computed with ωB97M-V with the def2-TZVPD basis set.

multiplicity	1
LUMO	-7.24	eV
HOMO energy	-12.177	eV
net charge	+1
gap between HOMO and LUMO	4.9352	eV

Last column: Löwdin charge in e.
CARTESIAN COORDINATES (ANGSTROEM)
C: 1.52995 -2.86356 0.62547  -0.015
C: 1.63530 -1.43610 0.22549  0.083
C: 0.96371 -0.36255 0.80454  -0.131
C: 0.38735 -0.34208 2.02163  0.189
N: 0.44638 2.57835 -1.00493  -0.026
C: -0.88296 1.93901 -0.91468  -0.359
N: -0.79563 0.82059 -1.82554  0.010
H: 1.77360 -2.96436 1.68711  0.112
H: 0.49173 -3.16804 0.45492  0.127
H: 2.25560 -3.42528 0.04222  0.098
H: 2.24697 -1.26567 -0.67083  0.153
H: 0.76176 2.71554 -1.96865  0.072
H: -0.92254 1.55226 0.09567  0.068
H: 1.04464 0.55359 0.23471  0.085
H: 0.36763 -1.23883 2.61469  0.100
H: 0.29635 0.60226 2.54398  0.117
H: 0.47036 3.48304 -0.53721  0.069
H: -1.67491 2.65157 -1.12639  0.112
H: -1.07613 1.08303 -2.76011  0.080
H: -1.26900 -0.01576 -1.53033  0.034
H: -3.07771 -0.73233 0.89441  0.066
H: -1.51940 -0.67531 0.82998  -0.011
O: -2.32842 -0.54764 0.32062  -0.034

two) 2 unconnected molecules or ions with the total composition C5H15N2O, computed with ωB97M-V with the def2-TZVPD basis set.

multiplicity	1
LUMO	-3.41	eV
HOMO energy	-12.464	eV
net charge	+1
gap between HOMO and LUMO	9.0567	eV

Last column: Löwdin charge in e.
CARTESIAN COORDINATES (ANGSTROEM)
C: -1.33504 2.82102 0.66536  -0.074
C: -0.49790 1.60423 0.32569  -0.419
C: -1.31251 0.83725 -0.87000  -0.144
C: -0.63512 -0.45717 -0.93712  -0.133
C: 0.49179 -0.74383 -1.65509  -0.090
N: 1.29831 -1.85688 -1.16855  0.175
N: -0.19005 0.76595 1.50691  0.036
H: -1.33018 3.04550 1.75918  0.099
H: -1.15620 3.65117 -0.04880  0.093
H: -2.36533 2.77613 0.27114  0.071
H: 0.42857 1.86635 -0.15854  0.121
H: -2.40043 0.80554 -0.62747  0.130
H: -0.99555 1.37441 -1.79569  0.135
H: -1.28907 -1.28561 -0.51020  0.155
H: 0.60551 -0.19784 -2.57888  0.132
H: 1.74775 -2.34847 -1.91333  0.160
H: 2.01644 -1.51663 -0.48179  0.163
H: 0.59845 -2.36723 -0.59286  0.153
H: 0.30378 -0.04895 1.21805  0.008
H: -1.12623 0.60779 2.01021  0.126
H: 2.41290 -2.11166 2.04954  0.070
H: 1.10210 -2.90129 2.01461  0.072
O: 1.61471 -2.24223 1.53103  -0.041

It is two) that is most stable; the runner-up trails by 22.3 kcal/mol.

one) 10 unconnected molecules or ions with the total composition H20O10, computed with ωB97M-V with the def2-TZVPD basis set.

multiplicity	1
LUMO	0.20	eV
HOMO energy	-10.448	eV
SMILES string	O.O.O.O.O.O.O.O.O.O
gap between HOMO and LUMO	10.6464	eV

Last column: Löwdin charge in e.
CARTESIAN COORDINATES (ANGSTROEM)
O: -0.00720 -4.24456 0.66820  -0.010
H: 0.32991 -4.22838 1.64211  0.101
H: 0.70064 -4.29336 0.20798  -0.104
O: 2.19997 -2.01420 0.51619  -0.055
H: 1.43438 -1.63621 1.00839  0.038
H: 2.81794 -2.34286 1.12203  -0.001
O: 0.44222 -0.20924 -0.08358  -0.045
H: 0.47866 0.41550 -0.72140  -0.069
H: 0.35903 0.37678 0.69599  0.021
O: -0.28021 0.87435 2.23413  -0.048
H: -1.30417 0.63902 2.26181  0.103
H: -0.01059 0.59008 3.05963  0.009
O: 0.70408 3.30129 0.72906  0.005
H: 0.14022 3.18177 0.00907  -0.010
H: 1.45854 2.78271 0.65051  -0.042
O: -2.06755 -0.54950 -1.06205  -0.163
H: -1.08158 -0.34302 -0.98530  -0.001
H: -2.28301 -0.17318 -0.05406  0.103
O: 0.21416 1.75405 -1.92441  -0.007
H: 1.09269 1.63623 -2.24364  0.060
H: -0.50283 1.40532 -2.43606  0.029
O: -1.11443 -0.47496 -3.50535  0.038
H: -1.34776 0.01020 -4.22277  0.000
H: -1.76937 -1.06364 -3.36653  -0.011
O: 3.30317 1.75460 0.07460  -0.005
H: 2.49065 1.44279 -0.02883  -0.095
H: 3.63867 0.97498 0.62344  0.103
O: -3.28923 -0.09444 2.15417  0.061
H: -3.76840 -0.60499 1.63057  -0.021
H: -3.71344 0.45101 2.73937  0.019

two) 10 unconnected molecules or ions with the total composition H20O10, computed with ωB97M-V with the def2-TZVPD basis set.

multiplicity	1
LUMO	-0.09	eV
HOMO energy	-10.065	eV
SMILES string	O.O.O.O.O.O.O.O.O.O
gap between HOMO and LUMO	9.9718	eV

Last column: Löwdin charge in e.
CARTESIAN COORDINATES (ANGSTROEM)
O: 3.75300 8.14300 17.84000  -0.094
H: 3.94700 8.30700 16.89200  -0.021
H: 2.92200 8.58200 18.11800  0.043
O: 6.95200 9.30200 18.51700  -0.065
H: 7.85600 9.40100 18.87100  0.034
H: 7.09500 9.09500 17.59000  -0.047
O: 5.95600 6.40600 16.16300  -0.046
H: 6.80200 6.30000 15.71600  -0.016
H: 5.32700 6.08500 15.51200  0.060
O: 8.16600 6.56900 14.74300  -0.051
H: 8.34100 7.23800 14.09400  -0.013
H: 8.89600 5.93300 14.65200  0.087
O: 3.84100 9.11200 15.27700  -0.033
H: 3.79500 10.05500 15.09900  0.046
H: 4.03900 8.73100 14.41400  0.066
O: 9.56000 8.64600 16.12100  -0.045
H: 10.42400 9.06600 16.26500  0.081
H: 9.47300 8.02000 16.84900  0.068
O: 5.43700 11.70100 15.76400  -0.054
H: 6.02100 12.24900 16.33800  0.074
H: 5.80100 10.82600 15.83200  -0.026
O: 6.83500 8.98300 15.91500  -0.094
H: 7.76200 8.60500 15.85100  0.044
H: 6.27500 8.21700 16.07300  0.022
O: 8.91700 8.62000 13.17200  -0.053
H: 8.11300 9.17700 13.23400  -0.005
H: 9.57800 9.03800 13.72100  0.037
O: 6.78000 10.05100 13.47300  -0.019
H: 6.06300 10.64400 13.32800  0.053
H: 6.80100 9.86900 14.39000  -0.032

It is two) that is most stable; the runner-up trails by 75.7 kcal/mol.